# 1
ORCA calculation (ωB97M-V/def2-TZVPD) on C32H23CaF20GeN3O2SSe3 as an isolated structure.

Geometry (Å):
Ca  -0.960  -1.579  0.068
N  -2.010  -1.605  2.300
C  -1.254  -2.654  3.026
C  0.233  -2.289  3.115
N  0.728  -1.744  1.844
C  2.133  -1.966  1.470
C  2.235  -2.475  0.034
N  1.436  -1.626  -0.865
H  -2.993  -1.851  2.245
H  -1.961  -0.721  2.802
H  -1.634  -2.805  4.041
H  -1.371  -3.583  2.463
H  0.408  -1.592  3.941
H  0.797  -3.196  3.341
H  0.554  -0.740  1.815
H  2.703  -1.038  1.590
H  2.579  -2.701  2.144
H  3.289  -2.525  -0.260
H  1.825  -3.488  -0.015
H  1.802  -0.676  -0.870
H  1.478  -1.971  -1.820
C  -1.003  1.375  -3.794
Se  -1.164  -0.276  -2.812
C  -1.985  -1.392  -4.153
C  -1.165  -1.440  -5.416
Se  0.750  -1.578  -5.073
C  0.781  -3.486  -4.709
H  -1.944  1.581  -4.299
H  -0.182  1.262  -4.500
H  -0.772  2.136  -3.050
H  -2.987  -0.979  -4.282
H  -2.054  -2.364  -3.655
H  -1.308  -0.564  -6.048
H  -1.459  -2.318  -5.992
H  0.141  -3.734  -3.865
H  1.814  -3.733  -4.469
H  0.484  -4.023  -5.607
F  0.059  3.835  4.108
C  -0.400  4.499  3.033
C  -0.101  4.076  1.754
C  -0.607  4.858  0.727
F  -0.332  4.563  -0.555
C  -1.378  5.987  0.942
F  -1.840  6.709  -0.080
C  -1.661  6.369  2.242
F  -2.402  7.452  2.476
C  -1.168  5.623  3.296
F  -1.436  5.988  4.551
Ge  0.972  2.534  1.253
S  -0.246  1.256  0.045
C  2.539  3.260  0.327
C  3.302  2.500  -0.543
F  3.033  1.195  -0.760
C  4.412  2.986  -1.212
F  5.107  2.201  -2.037
C  4.810  4.295  -1.007
F  5.877  4.780  -1.637
C  4.095  5.087  -0.128
F  4.478  6.344  0.092
C  2.992  4.553  0.520
F  2.374  5.373  1.391
C  1.652  1.686  2.882
C  0.767  1.047  3.738
F  -0.542  0.973  3.434
C  1.140  0.465  4.935
F  0.242  -0.135  5.720
C  2.471  0.500  5.316
F  2.857  -0.066  6.457
C  3.395  1.113  4.491
F  4.680  1.143  4.841
C  2.972  1.689  3.301
F  3.938  2.259  2.561
F  -6.739  -4.704  -2.680
C  -5.448  -4.596  -2.347
C  -4.457  -4.858  -3.277
F  -4.792  -5.212  -4.523
C  -3.126  -4.740  -2.910
F  -2.224  -4.972  -3.885
C  -2.724  -4.368  -1.639
Se  -0.868  -4.158  -1.182
C  -3.745  -4.094  -0.746
F  -3.456  -3.663  0.503
C  -5.084  -4.204  -1.070
F  -6.037  -3.921  -0.174
O  -2.688  -1.260  -1.329
O  -2.622  0.113  -1.903

frontier orbital gap: 7.564 eV
relative energy (zero: lowest compared OMol25 entry of this formula, charge and spin): 19.2 kcal per mole
HOMO level: -7.639 eV
multiplicity: 1

---

# 2
ORCA calculation (ωB97M-V/def2-TZVPD) on C32H24AsF6N5O11S8W as an isolated structure at a distorted geometry.

Geometry (Å):
W  -0.002  0.334  2.111
C  -1.011  -3.118  0.791
C  -1.632  -1.953  1.420
N  -1.292  -0.663  0.953
N  -2.438  -0.247  0.290
C  -2.582  1.029  0.276
S  -1.485  2.018  1.122
S  -3.921  1.784  -0.563
C  -4.390  0.473  -1.741
C  -3.780  0.639  -3.104
C  -2.864  -0.292  -3.577
C  -2.284  -0.137  -4.829
C  -2.612  0.954  -5.617
C  -3.529  1.889  -5.152
C  -4.107  1.731  -3.902
C  -2.548  -2.003  2.463
C  -3.290  -3.192  2.732
C  -4.203  -3.248  3.734
C  -4.393  -2.107  4.561
C  -3.677  -0.968  4.389
C  -2.697  -0.854  3.349
O  -1.990  0.191  3.305
H  -1.423  -3.213  -0.222
H  0.053  -2.917  0.649
H  -1.141  -4.037  1.355
H  -4.103  -0.474  -1.288
H  -5.480  0.507  -1.786
H  -2.564  -1.115  -2.942
H  -1.535  -0.842  -5.164
H  -2.129  1.092  -6.577
H  -3.778  2.753  -5.756
H  -4.802  2.477  -3.530
H  -3.145  -4.044  2.081
H  -4.783  -4.145  3.907
H  -5.122  -2.155  5.362
H  -3.793  -0.113  5.041
F  0.145  5.485  4.487
C  -0.350  4.442  3.812
F  -1.562  4.170  4.300
F  -0.472  4.789  2.537
S  0.750  2.970  4.028
O  -0.200  1.866  3.654
O  1.014  2.976  5.435
N  1.894  3.191  3.048
S  2.468  1.827  2.272
O  0.999  1.766  1.365
O  3.299  1.883  1.103
C  3.940  1.800  3.457
F  3.594  1.735  4.754
F  4.696  2.902  3.305
F  4.725  0.741  3.207
O  -0.335  -2.507  5.577
As  0.538  -1.059  4.949
O  0.120  -1.283  3.253
O  1.900  0.594  3.028
C  2.282  -1.898  4.593
C  2.935  -2.306  5.756
C  4.166  -2.933  5.732
C  4.769  -3.155  4.504
C  4.142  -2.749  3.340
C  2.894  -2.116  3.353
S  2.431  -1.877  1.565
O  3.653  -1.404  0.985
O  1.989  -3.209  1.206
O  1.331  -0.897  1.148
H  -0.749  -2.973  4.840
H  2.454  -2.125  6.713
H  4.647  -3.237  6.654
H  5.738  -3.634  4.441
H  4.638  -2.912  2.394
S  3.855  -1.132  -5.948
C  2.646  -0.374  -5.072
S  2.287  -0.755  -3.421
C  1.004  0.478  -3.361
N  0.908  1.112  -4.499
N  1.808  0.620  -5.442
C  1.735  1.267  -6.702
C  1.320  2.599  -6.730
C  1.203  3.262  -7.940
C  1.487  2.611  -9.133
C  1.884  1.283  -9.100
C  2.007  0.605  -7.895
S  0.071  0.681  -1.974
H  1.081  3.085  -5.796
H  0.884  4.297  -7.946
H  1.395  3.133  -10.079
H  2.098  0.756  -10.023
H  2.318  -0.427  -7.871

frontier orbital gap (alpha / beta): 4.583 / 4.583 eV
relative energy (zero: lowest compared OMol25 entry of this formula, charge and spin): 118.5 kcal per mole
HOMO level (alpha / beta): -2.157 / -2.157 eV
net charge: -2
multiplicity: 1

---

# 3
ORCA calculation (ωB97M-V/def2-TZVPD) on C32H24AsN2O3PdS as an isolated structure at a distorted geometry.

Geometry (Å):
Pd  -0.077  0.011  -0.776
O  4.527  -0.149  2.473
C  3.565  -0.037  3.405
C  3.934  -0.085  4.752
C  2.978  0.031  5.746
C  1.634  0.196  5.417
C  1.271  0.249  4.081
C  2.215  0.137  3.064
C  1.746  0.185  1.646
O  0.541  0.479  1.425
N  2.669  -0.094  0.742
N  2.139  -0.099  -0.537
C  3.008  -0.110  -1.474
C  2.760  -0.149  -2.902
C  3.882  -0.019  -3.739
C  3.791  -0.041  -5.113
C  2.521  -0.209  -5.688
C  1.403  -0.344  -4.901
C  1.469  -0.319  -3.477
O  0.380  -0.470  -2.806
H  4.054  -0.100  1.593
H  4.985  -0.214  4.988
H  3.284  -0.011  6.786
H  0.883  0.276  6.193
H  0.238  0.378  3.782
H  4.054  -0.069  -1.164
H  4.854  0.102  -3.268
H  4.673  0.065  -5.729
H  2.419  -0.238  -6.769
H  0.420  -0.482  -5.337
S  -1.637  -1.436  0.289
C  -3.227  -0.669  0.342
C  -4.338  -1.529  0.345
C  -5.634  -1.045  0.413
C  -5.863  0.324  0.462
C  -4.779  1.188  0.448
C  -3.465  0.716  0.396
As  -1.944  1.953  0.452
C  -2.974  3.614  0.225
C  -3.244  4.337  1.385
C  -3.963  5.526  1.332
C  -4.404  6.013  0.107
C  -4.125  5.306  -1.058
C  -3.415  4.113  -0.998
C  -1.442  1.814  -1.459
C  -0.408  2.652  -1.911
C  -0.157  2.804  -3.260
C  -0.934  2.117  -4.189
C  -1.952  1.280  -3.763
C  -2.214  1.134  -2.404
H  -4.156  -2.597  0.288
H  -6.468  -1.739  0.414
H  -6.872  0.718  0.505
H  -4.961  2.253  0.482
H  -2.886  3.965  2.338
H  -4.170  6.077  2.243
H  -4.961  6.942  0.059
H  -4.462  5.685  -2.016
H  -3.207  3.566  -1.910
H  0.196  3.183  -1.187
H  0.655  3.440  -3.592
H  -0.728  2.225  -5.248
H  -2.540  0.725  -4.483
H  -3.019  0.491  -2.076

frontier orbital gap (alpha / beta): 7.302 / 5.945 eV
relative energy (zero: lowest compared OMol25 entry of this formula, charge and spin): 0.0 kcal per mole
<S²>: 2.01
HOMO level (alpha / beta): -4.645 / -4.720 eV
net charge: -1
multiplicity: 3